Entry 1:
The following is a DFT calculation (the ωB97M-V functional and the def2-TZVPD basis) of 4 unconnected molecules or ions with the total composition C19H27F3N2O3S2 at a distorted geometry.

Last column: Mulliken charge in e.
Atoms and positions in Å:
N 5.3904 -0.8368 -1.4345  -0.5913
C 4.1252 -0.7030 -2.1928  0.5956
C 4.0183 0.3433 -3.3296  -0.5169
C 2.6732 0.4850 -4.0773  0.0324
S 2.5431 1.7713 -5.4320  -0.2528
C 1.3990 -0.3965 -3.7729  -0.1245
C 1.5329 -1.4530 -2.6511  0.3189
C 2.8812 -1.5970 -1.8740  -0.5205
S 0.0570 -2.5475 -2.3022  -0.2276
C -1.3510 -1.4461 -2.8521  0.4250
C -2.7895 -1.5693 -2.2742  -0.6682
C -3.9452 -0.6415 -2.7474  0.3100
C -5.4298 -0.7459 -2.1700  0.7430
F -5.8882 -2.0808 -2.4515  -0.2444
F -6.2926 0.1213 -2.8847  -0.2670
F -5.5079 -0.4570 -0.7800  -0.1987
C -3.6871 0.4556 -3.8407  -0.5825
C -2.2497 0.5500 -4.3971  -0.4069
C -1.0594 -0.3734 -3.9364  -0.0324
N 0.2225 -0.1457 -4.6211  -0.0030
H 5.2825 -1.5604 -0.7001  0.2560
H 6.1712 -1.0843 -2.0673  0.2695
H 4.8786 1.0279 -3.6691  0.3046
H 1.8434 2.7996 -4.8040  0.1641
H 3.0306 -2.3746 -1.0347  0.0329
H -3.0005 -2.3454 -1.4500  0.2896
H -4.5124 1.1685 -4.2108  0.3009
H -2.0686 1.3461 -5.2111  0.2936
H 0.2773 -0.6194 -5.5344  0.2760
C 2.9678 -1.6141 3.2791  -0.8638
C 2.7101 -2.8647 2.4628  -0.3053
O 3.5891 -2.9112 1.3429  -0.4530
H 2.8249 -0.7200 2.6664  0.2455
H 2.2962 -1.5635 4.1381  0.2185
H 4.0002 -1.5923 3.6388  0.3349
H 1.6845 -2.8716 2.0874  0.2884
H 2.8630 -3.7643 3.0671  0.2733
H 4.4936 -2.9136 1.6833  0.2660
C -5.3295 2.4302 0.2192  -0.8851
C -4.8698 3.6847 0.9352  -0.3353
O -4.0745 4.4834 0.0670  -0.5149
H -4.4709 1.8487 -0.1256  0.2595
H -5.9372 1.8052 0.8779  0.3135
H -5.9190 2.6844 -0.6670  0.3022
H -4.2637 3.4273 1.8065  0.2893
H -5.7256 4.2781 1.2730  0.2725
H -4.6193 4.7149 -0.6966  0.2932
C 1.3591 0.9481 6.7813  -0.9963
C 2.4605 -0.0724 6.9897  -0.2747
O 3.3722 -0.0416 5.8978  -0.4632
H 0.8209 0.7471 5.8512  0.2571
H 0.6483 0.9306 7.6110  0.3309
H 1.7763 1.9559 6.6968  0.3228
H 2.0419 -1.0793 7.0516  0.2900
H 3.0112 0.1301 7.9137  0.2837
H 3.7452 0.8489 5.8544  0.2748

Results
Energy relative to the best compared isomer or geometry (same formula, charge and spin), kcal/mol: 0.00
SMILES: Nc1cc(S)c2c(c1)Sc1cc(C(F)(F)F)ccc1N2.CCO.CCO.CCO
2S+1: 1
Highest occupied orbital energy, eV: -7.89
Frontier orbital gap, eV: 7.871
Maximum force, hartree/bohr: 0.0845

=====

Entry 2:
The following is a DFT calculation (the ωB97M-V functional and the def2-TZVPD basis) of a single C19H27FN4O4S molecule.

Last column: Mulliken charge in e.
Atoms and positions in Å:
C 1.0211 0.2836 1.1524  -1.1539
N 0.6346 -0.7637 0.2160  0.2711
C 0.5158 -2.0729 0.5870  0.0392
O -0.3901 -2.7862 0.1701  -0.6899
C 1.5233 -2.6294 1.5034  0.1798
C 2.8413 -2.1875 1.7614  0.5256
C 3.4158 -3.1009 2.6042  -1.1323
S 5.0440 -3.0989 3.2690  1.1979
N 5.7914 -4.3031 2.3624  -0.5862
O 5.6418 -1.8367 2.9174  -0.6490
O 4.9961 -3.5878 4.6227  -0.6428
N 2.5069 -4.0985 2.8782  0.2024
C 2.7052 -5.2822 3.6956  -0.8956
C 1.3723 -3.8151 2.1974  -0.4622
C -0.1312 -0.3189 -0.9429  -0.3959
C -1.5289 0.1731 -0.5352  -0.4521
C -2.6274 0.0455 -1.5944  -0.8498
C -2.2662 0.4927 -3.0168  -1.0659
N -1.2587 1.5442 -3.0803  0.2608
C -1.4879 2.8247 -2.6954  0.8011
O -0.5734 3.5837 -2.4030  -0.6674
C -2.8974 3.2760 -2.6192  0.1309
F -3.6638 3.0024 -3.7050  -0.4451
C -3.3999 3.9273 -1.5855  0.1727
C -4.7366 4.5838 -1.3158  -0.5395
C -3.9435 5.5523 -0.4030  -0.6168
C -2.8206 4.4900 -0.3053  -0.5296
C 0.1132 1.0604 -3.1077  -1.5584
C 0.6795 0.7077 -1.7389  -0.3742
H 1.3504 -0.1203 2.1040  0.6804
H 1.8246 0.9005 0.7471  0.2928
H 0.1676 0.9334 1.3609  0.2530
H 3.3307 -1.3156 1.3606  0.6278
H 6.3047 -3.8438 1.6181  0.2948
H 6.4259 -4.8006 2.9801  0.2909
H 1.8674 -5.9578 3.5478  0.3337
H 3.6248 -5.7832 3.4031  0.3154
H 2.7583 -5.0027 4.7453  0.3124
H 0.5251 -4.4803 2.2352  0.4786
H -0.2579 -1.2009 -1.5766  0.4212
H -1.8544 -0.3749 0.3503  0.5677
H -1.4581 1.2229 -0.2247  0.1133
H -2.9794 -0.9887 -1.6361  0.4493
H -3.4839 0.6307 -1.2533  0.3562
H -1.9617 -0.3301 -3.6614  0.4516
H -3.1843 0.8462 -3.4906  0.3218
H -5.2675 5.0241 -2.1601  0.3152
H -5.4312 3.9548 -0.7604  0.2185
H -3.6208 6.4472 -0.9280  0.2784
H -4.4219 5.8526 0.5318  0.3021
H -2.9362 3.8313 0.5552  0.2102
H -1.7945 4.8527 -0.3305  0.3314
H 0.1779 0.2379 -3.8205  0.5486
H 0.7417 1.8477 -3.5288  0.4158
H 0.7855 1.6338 -1.1695  0.3894
H 1.6906 0.3174 -1.8876  0.3546

Results
Energy relative to the best compared isomer or geometry (same formula, charge and spin), kcal/mol: 6.68
SMILES: CN(C(=O)c1cc(S(N)(=O)=O)n(C)c1)[C@H]1CCCN(C(=O)C(F)=C2CCC2)CC1
2S+1: 1
Highest occupied orbital energy, eV: -9.09
Frontier orbital gap, eV: 9.664
Maximum force, hartree/bohr: 0.0191

=====

Entry 3:
The following is a DFT calculation (the ωB97M-V functional and the def2-TZVPD basis) of a molecular structure, C19H27IrN3OS at a distorted geometry.

Last column: Löwdin spin population.
Atoms and positions in Å:
Ir -0.0812 -0.8242 -0.4961  0.5726
N 0.5734 -0.8698 1.6627  0.0660
C 0.1491 0.2500 2.4538  0.0088
C -0.4495 0.0202 3.6824  0.0001
C -0.6885 1.0776 4.5468  0.0068
C -0.3338 2.3629 4.1677  0.0023
C 0.1732 2.5885 2.8971  0.0044
C 0.3740 1.5394 2.0026  0.0098
C 0.6789 1.8306 0.5923  0.0544
C 1.5231 2.8829 0.2537  -0.0096
C 1.6568 3.3053 -1.0657  0.0669
C 0.8939 2.7235 -2.0733  -0.0010
C 0.0819 1.6474 -1.7662  0.0480
C 0.0394 1.1495 -0.4602  0.0178
H 0.3832 -1.7509 2.1324  0.0001
H 1.5692 -0.8312 1.4399  0.0020
H -0.6852 -0.9943 3.9867  -0.0001
H -1.1252 0.8911 5.5182  0.0003
H -0.4704 3.1876 4.8532  0.0001
H 0.3659 3.6015 2.5687  -0.0001
H 2.0928 3.3619 1.0394  -0.0016
H 2.3358 4.1137 -1.3034  0.0030
H 0.9273 3.1042 -3.0846  -0.0011
H -0.5290 1.2078 -2.5496  0.0060
C 3.0804 -0.0676 -1.7891  -0.0017
C 2.9164 -1.4196 -1.1013  0.0023
C 3.6509 -1.3781 0.2529  0.0020
C 3.5282 -2.5318 -1.9671  -0.0036
O 1.5566 -1.7606 -0.8785  -0.0045
H 4.1333 0.2073 -1.8147  0.0001
H 2.5211 0.6995 -1.2497  -0.0002
H 2.7085 -0.1185 -2.8143  0.0000
H 4.7232 -1.4875 0.1055  0.0006
H 3.3026 -2.2003 0.8811  0.0001
H 3.4701 -0.4171 0.7498  0.0000
H 4.5923 -2.3423 -2.0897  -0.0005
H 3.0464 -2.5391 -2.9447  0.0000
H 3.3768 -3.5017 -1.4953  0.0000
C -3.5092 -0.4215 1.0028  0.0042
N -3.9620 -0.8578 -0.3150  0.0067
C -3.3208 -1.6678 -1.1377  0.0253
S -1.8108 -2.4639 -0.7159  0.0967
N -3.8292 -1.9624 -2.3202  0.0104
C -5.0699 -1.4131 -2.8596  0.0018
H -4.3490 -0.4297 1.6933  0.0000
H -3.0999 0.5891 0.9538  -0.0001
H -2.7479 -1.1019 1.3706  0.0027
H -4.8430 -0.4772 -0.6327  0.0000
H -3.3579 -2.6781 -2.8517  0.0007
H -5.9218 -1.6498 -2.2188  0.0002
H -5.2477 -1.8524 -3.8353  0.0001
H -4.9929 -0.3310 -2.9772  0.0005

Results
Energy relative to the best compared isomer or geometry (same formula, charge and spin), kcal/mol: 44.90
2S+1: 2
Highest occupied orbital energy (alpha / beta), eV: -14.38 / -14.85
Frontier orbital gap (alpha / beta), eV: 5.935 / 6.274
Maximum force, hartree/bohr: 0.0493
Total charge: +2

=====

Entry 4:
The following is a DFT calculation (the ωB97M-V functional and the def2-TZVPD basis) of a molecular structure, C19H27IrN3OS.

Last column: Löwdin spin population.
Atoms and positions in Å:
Ir -0.3054 -0.0313 0.1698  0.4877
N -1.0597 1.3591 -1.1095  0.0220
C -0.1248 2.3798 -1.5630  0.0077
C -0.5372 3.6986 -1.5252  -0.0014
C 0.2799 4.6786 -2.0724  0.0069
C 1.4912 4.3225 -2.6403  -0.0005
C 1.9214 3.0028 -2.6083  0.0058
C 1.1300 2.0059 -2.0490  0.0065
C 1.6819 0.6501 -1.8282  0.0560
C 2.5088 0.0152 -2.7451  -0.0107
C 3.1329 -1.1890 -2.4352  0.0736
C 2.9823 -1.7737 -1.1831  -0.0015
C 2.1686 -1.1622 -0.2418  0.0491
C 1.4699 -0.0052 -0.5991  -0.0020
H -1.9095 1.8050 -0.7668  -0.0004
H -1.3293 0.7039 -1.8572  0.0011
H -1.4989 3.9648 -1.1014  -0.0001
H -0.0380 5.7117 -2.0612  0.0004
H 2.1214 5.0788 -3.0874  -0.0001
H 2.9040 2.7488 -2.9836  0.0000
H 2.6696 0.4698 -3.7145  -0.0018
H 3.7731 -1.6571 -3.1706  0.0034
H 3.4992 -2.6919 -0.9399  -0.0014
H 2.0855 -1.5776 0.7602  0.0046
C -2.1996 -2.5010 0.6421  0.0053
C -1.7151 -2.4803 -0.8044  0.0050
C -2.8666 -2.6623 -1.7748  -0.0001
C -0.6326 -3.5280 -1.0227  0.0037
O -1.1554 -1.1720 -1.0930  0.1229
H -2.6384 -3.4687 0.8820  -0.0001
H -2.9604 -1.7331 0.8059  -0.0005
H -1.3645 -2.3350 1.3368  0.0018
H -3.3345 -3.6329 -1.6068  -0.0002
H -2.5123 -2.6272 -2.8041  0.0001
H -3.6235 -1.8901 -1.6342  -0.0001
H -1.0225 -4.5207 -0.7979  0.0005
H 0.2255 -3.3453 -0.3717  0.0004
H -0.2917 -3.5190 -2.0576  0.0000
C -2.2920 -0.2169 4.2438  0.0019
N -0.8323 -0.3692 4.2480  0.0078
C 0.0151 0.1429 3.3830  0.0222
S -0.5661 1.1807 2.0720  0.1000
N 1.3201 -0.0379 3.5148  0.0199
C 1.9437 -0.7086 4.6550  0.0021
H -2.6376 -0.3133 5.2689  0.0000
H -2.7557 -0.9903 3.6335  0.0000
H -2.5673 0.7649 3.8727  0.0010
H -0.4447 -0.9187 5.0032  -0.0001
H 1.9089 0.4733 2.8751  -0.0002
H 1.7254 -0.1750 5.5815  0.0010
H 3.0178 -0.7167 4.5013  0.0001
H 1.6034 -1.7425 4.7286  0.0007

Results
Energy relative to the best compared isomer or geometry (same formula, charge and spin), kcal/mol: 9.42
2S+1: 2
Highest occupied orbital energy (alpha / beta), eV: -14.26 / -14.69
Frontier orbital gap (alpha / beta), eV: 6.455 / 6.225
Maximum force, hartree/bohr: 0.0132
Total charge: +2

=====

no.,molar mass (g/mol)
1,452.56
2,426.51
3,537.73
4,537.73